Entry 1:
Below is a structure of composition C10H10FNO at a distorted geometry, with properties calculated with ωB97M-V/def2-TZVPD.

Structure (ORCA input):
```
! RIJCOSX wB97M-V def2-TZVPD def2/J DEFGRID3
* xyz 0 1
C -2.4878 1.1329 2.5410
C -3.1563 1.0862 1.1118
C 1.6698 -0.5613 0.1083
H -0.6744 0.7258 -1.8378
C 0.9770 -0.3686 -1.0574
C 3.0490 -0.9929 -2.2920
H 4.7474 -1.7567 -0.9138
C 3.6500 -1.2631 -1.0170
H 3.4281 -1.3103 -3.3500
O -4.2723 1.7262 1.0947
H -0.7431 -0.7359 1.1160
H -1.4970 0.3107 3.0310
C -0.4335 0.1417 -0.9340
C 1.6443 -0.5174 -2.2345
H -1.7849 2.3277 2.3200
H 1.0908 -0.7173 -3.1725
C 2.9715 -0.9956 0.1368
F 0.9154 -0.5188 1.1746
N -2.3351 0.7093 0.1132
C -1.1962 -0.0082 0.1485
H -3.2280 1.3678 3.2754
H -2.7432 0.7782 -0.7660
H 3.5643 -1.0170 1.1076
*
```

Values from the calculation:
Total energy ... -16782.2907 eV

=====

Entry 2:
Below is a cluster of 2 separate species, C16H28F6NO7P2S in total at a distorted geometry, with properties calculated with ωB97M-V/def2-TZVPD.

Structure (ORCA input):
```
! RIJCOSX wB97M-V def2-TZVPD def2/J DEFGRID3
* xyz -1 1
H 0.5810 -5.3197 2.8319
F -2.3365 -2.0321 2.5324
S 3.7594 2.5615 0.6794
C 2.8191 1.2241 -0.2112
O -0.3750 -0.3783 -0.8842
H 0.2929 3.9742 -3.3070
H -1.7773 -1.2593 -2.3251
H -1.3339 3.8124 2.4433
H -0.1639 2.4844 1.9275
H 2.8591 3.2550 1.5146
H 0.0597 -7.7892 2.9027
F -3.7884 -3.6382 2.6154
C -2.8962 -0.3084 -0.5883
H 0.1243 2.2415 -3.9576
O 2.8853 -0.4383 -2.1423
H 0.4775 0.0937 -2.8651
O 1.4193 1.6231 0.0454
H -1.2928 3.0633 -2.9744
C -0.5447 3.5441 1.6242
H 2.1635 -0.8696 -1.6257
C 3.0387 -0.0369 0.8075
O -1.3715 -4.7940 2.2967
H -1.5376 -2.1535 -0.6892
H -1.0083 -6.8994 4.0040
H -2.3966 3.3172 0.4753
C -1.5863 -4.1062 3.4430
C -0.1149 0.5547 -1.9808
H -1.1621 0.8148 -2.4308
H -1.6225 -7.4335 2.4469
H 0.3043 5.3188 -1.5455
H -4.5820 -1.8442 -0.8485
N 2.5820 4.6845 -2.1441
C -2.7237 -3.1044 3.2594
C -0.2912 -5.7387 2.3220
C -4.0018 -1.3197 0.0087
F 4.1716 2.5203 -3.4870
C 2.9808 0.9850 -1.7970
F -3.1941 -2.6230 4.4299
H -3.3280 0.4082 -1.3956
H -1.3707 4.5740 -0.3163
H 4.2033 -1.9480 1.8632
O -0.9654 2.4332 -0.6987
O 1.9684 1.8666 -2.3864
H 2.3433 5.4642 -2.7889
H -0.0024 -5.9152 1.2831
O -0.9366 -4.2493 4.4519
C -1.6075 -1.1238 -1.1958
P 1.3295 4.3532 -1.1636
H -3.4650 -2.1474 0.5992
P 0.5944 2.2512 -1.3901
C -0.1413 2.9254 -3.0591
H 0.2674 4.3512 1.7017
C -1.2799 3.5068 0.1527
H 1.8219 4.6156 0.1781
F 4.6767 0.2947 -3.5001
H -2.4797 0.3075 0.3057
F 5.4990 1.5661 -1.7809
C 3.6086 -1.1292 1.3006
C 4.3314 1.3892 -2.5906
C -0.7366 -7.0429 2.9547
H -4.7478 -0.7372 0.6688
*
```

Values from the calculation:
Total energy ... -78578.9750 eV

=====

Entry 3:
Below is the ion C4H2F3N2O4S with charge -1 at a distorted geometry, with properties calculated with ωB97M-V/def2-TZVPD.

Structure (ORCA input):
```
! RIJCOSX wB97M-V def2-TZVPD def2/J DEFGRID3
* xyz -1 1
F 2.6872 0.4174 -1.5045
S -0.3521 1.1317 0.3608
O -0.1108 1.2034 1.7794
C -1.7713 -1.1832 0.4647
C -1.8319 0.2623 -0.1001
O -2.7130 -1.5904 1.1654
H -2.7520 0.6476 0.4118
C 0.3800 -1.4675 -0.4498
H -1.7476 0.3365 -1.1190
N -0.7311 -1.9389 0.0227
C 2.1295 0.4532 -0.2336
N 0.6687 0.0284 -0.3037
F 2.8406 -0.3290 0.5710
F 2.3767 1.6459 0.2571
O 1.3060 -2.0397 -0.9735
O -0.3790 2.4221 -0.3487
*
```

Values from the calculation:
SMILES string ... O=C1CS(=O)(=O)N(C(F)(F)F)C([O-])=N1
Total energy ... -34340.1899 eV

=====

Sequential frontier orbital gap output: 9.0, 6.4, 9.4 eV
Sequential HOMO level output: -0.313, -0.153, -0.219 Ha